# 1
Below is 14 unconnected molecules or ions with the total composition C59H130Br3F12N8O14 at a distorted geometry, with properties calculated with wB97M-V/def2-TZVPD.

For the largest force on an atom, the calculation gives 4.92 eV/A. As for the total charge: -2. The calculation puts the total energy at -12737.4365 a.u. The calculation puts the lowest unoccupied orbital energy (alpha / beta) at 2.573 / 2.034 eV. The HOMO energy (alpha / beta) is -2.42 / -2.36 eV. For the gap between HOMO and LUMO (alpha / beta), the calculation gives 4.994 / 4.396 eV. The expectation value of S² is 0.76. The spin multiplicity is 2.

Last column: Löwdin charge in e.
Cartesian coordinates (Å):
C  2.256  1.968  -0.029  -0.079
C  0.803  1.936  0.370  -0.148
N  0.327  0.563  0.706  0.009
C  0.540  -0.107  1.895  -0.034
C  -0.039  -1.368  1.786  -0.015
N  -0.762  -1.404  0.594  -0.055
C  -0.509  -0.217  -0.085  0.063
C  -1.573  -2.488  0.119  -0.026
H  2.596  1.765  -1.044  0.076
H  2.838  1.267  0.569  0.058
H  2.593  2.935  0.344  0.012
H  0.244  2.382  -0.452  0.120
H  0.623  2.689  1.138  0.097
H  1.073  0.384  2.696  0.112
H  -0.036  -2.156  2.524  0.112
H  -0.888  -0.052  -1.084  0.133
H  -0.979  -3.398  0.037  0.093
H  -2.073  -2.267  -0.824  0.083
H  -2.366  -2.660  0.848  0.055
C  0.112  -0.279  -4.028  -0.452
O  0.647  -0.817  -2.793  -0.163
O  -1.265  -0.144  -3.792  -0.209
C  0.908  0.981  -4.545  -0.516
F  2.016  0.656  -5.269  0.089
F  0.118  1.806  -5.295  0.104
F  1.312  1.747  -3.523  0.110
C  1.813  -1.695  -2.865  -0.231
C  2.187  -2.017  -1.419  -0.071
H  2.921  -2.818  -1.330  0.071
H  2.415  -1.133  -0.823  0.063
H  1.340  -2.580  -1.027  0.062
H  2.641  -1.154  -3.325  0.105
H  1.553  -2.582  -3.444  0.086
H  0.389  -1.068  -4.727  0.113
C  -3.498  1.966  -0.249  -0.477
O  -4.849  1.827  -0.547  -0.080
O  -2.861  1.681  -1.492  -0.203
C  -3.297  3.385  0.430  -0.490
F  -1.984  3.695  0.497  0.088
F  -3.798  4.439  -0.283  0.095
F  -3.787  3.470  1.712  0.083
C  -5.649  1.392  0.601  -0.247
C  -7.065  1.119  0.131  -0.082
H  -7.652  0.896  1.022  0.067
H  -7.505  2.024  -0.289  0.074
H  -7.165  0.366  -0.650  0.048
H  -5.807  2.186  1.331  0.101
H  -5.275  0.517  1.133  0.093
H  -3.186  1.170  0.428  0.119
C  2.079  -1.672  5.347  -0.392
O  2.335  -1.529  3.891  -0.156
O  1.689  -3.027  5.549  -0.249
C  3.154  -0.872  6.260  -0.578
F  2.599  -0.737  7.477  0.112
F  4.330  -1.474  6.416  0.128
F  3.394  0.358  5.788  0.117
C  3.582  -2.038  3.381  -0.273
C  3.574  -1.769  1.906  -0.107
H  2.891  -2.408  1.347  0.047
H  3.413  -0.724  1.641  0.056
H  4.495  -2.195  1.507  0.075
H  3.812  -3.095  3.510  0.103
H  4.467  -1.476  3.680  0.105
H  1.229  -0.993  5.268  0.110
C  -5.319  -1.920  -2.604  -0.289
O  -6.480  -1.075  -2.673  -0.076
O  -4.277  -1.120  -3.117  0.151
C  -5.084  -2.652  -1.204  -0.531
F  -4.686  -1.837  -0.227  0.151
F  -6.205  -3.220  -0.776  0.139
F  -4.140  -3.627  -1.241  0.123
C  -7.778  -1.764  -2.749  -0.255
C  -8.863  -0.790  -3.248  -0.058
H  -8.863  -0.061  -2.438  0.068
H  -8.397  -0.356  -4.133  0.079
H  -9.792  -1.271  -3.554  0.073
H  -8.064  -2.309  -1.850  0.101
H  -7.704  -2.583  -3.464  0.105
H  -5.428  -2.772  -3.275  0.154
C  1.926  7.491  -0.653  -1.477
Br  1.771  5.752  0.243  0.631
Br  3.196  7.465  -2.192  0.578
Br  2.171  8.956  0.647  0.544
H  0.959  7.641  -1.134  -0.056
C  5.289  6.580  2.240  -0.104
C  5.659  5.479  1.255  -0.275
C  6.660  4.423  1.724  -0.228
C  7.075  3.348  0.720  -0.229
C  6.050  2.247  0.584  -0.279
C  6.312  1.176  -0.481  -0.087
H  6.207  7.099  2.514  0.070
H  4.778  6.148  3.101  0.071
H  4.559  7.286  1.844  0.028
H  4.789  4.851  1.061  0.070
H  6.021  5.943  0.338  0.109
H  6.241  3.911  2.590  0.107
H  7.540  4.939  2.108  0.103
H  7.224  3.889  -0.214  0.106
H  8.047  2.909  0.945  0.108
H  6.009  1.777  1.567  0.109
H  5.068  2.705  0.464  0.072
H  5.563  0.386  -0.527  0.066
H  6.280  1.618  -1.477  0.053
H  7.309  0.749  -0.375  0.070
C  5.968  4.533  -7.299  -0.112
C  5.997  3.091  -6.697  -0.258
C  4.887  2.728  -5.727  -0.245
C  5.126  3.434  -4.411  -0.236
C  3.919  3.341  -3.452  -0.241
C  4.284  4.020  -2.136  -0.133
H  6.515  5.201  -6.634  0.055
H  4.969  4.954  -7.409  0.069
H  6.488  4.558  -8.256  0.056
H  5.833  2.398  -7.522  0.096
H  6.943  3.008  -6.160  0.100
H  4.954  1.680  -5.434  0.113
H  3.897  2.974  -6.112  0.119
H  6.040  3.035  -3.970  0.113
H  5.276  4.471  -4.709  0.101
H  3.028  3.749  -3.930  0.113
H  3.747  2.286  -3.241  0.092
H  3.388  4.089  -1.519  0.014
H  5.053  3.524  -1.544  0.047
H  4.600  5.020  -2.435  0.017
C  -1.388  2.401  3.715  -0.023
C  -0.677  3.460  4.710  -0.398
C  0.716  3.851  4.189  -0.210
O  1.423  2.704  3.821  -0.193
C  2.777  2.805  3.436  -0.100
N  -1.481  4.632  4.775  0.023
H  -1.318  2.713  2.673  0.058
H  -2.415  2.133  3.963  0.064
H  -0.816  1.474  3.776  0.043
H  -0.554  3.001  5.691  0.130
H  1.214  4.414  4.979  0.118
H  0.681  4.550  3.354  0.113
H  3.408  3.186  4.238  0.088
H  3.060  3.349  2.534  0.060
H  3.137  1.797  3.230  0.083
H  -2.408  4.358  5.070  0.071
H  -1.147  5.221  5.525  0.067
C  -0.439  5.168  -2.859  -0.072
C  -1.618  6.080  -2.725  -0.410
C  -1.483  7.203  -3.861  -0.155
O  -0.487  8.122  -3.404  -0.213
C  -0.016  8.960  -4.347  -0.182
N  -2.807  5.245  -2.924  0.063
H  0.487  5.724  -2.708  0.040
H  -0.421  4.680  -3.834  0.094
H  -0.435  4.399  -2.087  0.071
H  -1.583  6.652  -1.798  0.128
H  -2.406  7.776  -3.952  0.111
H  -1.322  6.775  -4.850  0.122
H  0.775  9.621  -3.993  0.079
H  -0.824  9.665  -4.545  0.084
H  0.376  8.503  -5.255  0.092
H  -3.653  5.726  -2.653  0.063
H  -2.722  4.502  -2.246  0.044
C  -2.456  -0.806  4.312  -0.062
C  -3.259  -2.032  4.018  -0.402
C  -4.647  -1.871  3.245  -0.111
O  -5.494  -3.047  3.283  -0.235
C  -6.770  -2.947  2.718  -0.106
N  -2.464  -3.043  3.326  0.040
H  -2.499  -0.154  3.440  0.065
H  -1.424  -1.095  4.513  0.082
H  -2.834  -0.271  5.183  0.082
H  -3.383  -2.610  4.934  0.132
H  -4.476  -1.581  2.209  0.101
H  -5.101  -1.026  3.764  0.119
H  -6.695  -2.825  1.638  0.073
H  -7.425  -2.195  3.157  0.089
H  -7.229  -3.927  2.852  0.083
H  -1.849  -3.518  3.972  0.089
H  -3.093  -3.819  3.181  0.006
C  -0.359  -4.842  -4.249  -0.057
C  -1.482  -3.914  -4.609  -0.435
C  -2.798  -4.694  -4.960  -0.159
O  -2.585  -5.311  -6.229  -0.191
C  -3.655  -6.064  -6.641  -0.154
N  -1.716  -3.124  -3.456  0.068
H  -0.063  -5.490  -5.074  0.074
H  -0.609  -5.497  -3.414  0.064
H  0.524  -4.294  -3.919  0.056
H  -1.264  -3.241  -5.437  0.143
H  -3.678  -4.053  -4.902  0.115
H  -2.912  -5.511  -4.248  0.115
H  -4.469  -5.345  -6.731  0.084
H  -3.853  -6.827  -5.889  0.083
H  -3.565  -6.575  -7.600  0.082
H  -2.559  -2.584  -3.591  0.043
H  -0.986  -2.425  -3.449  0.045
C  4.860  -6.906  6.016  -0.088
C  3.700  -5.931  5.676  -0.414
C  3.196  -6.132  4.225  -0.218
O  1.969  -5.504  3.974  -0.165
C  1.775  -5.287  2.600  -0.116
N  2.662  -6.247  6.601  0.031
H  4.578  -7.914  5.711  0.059
H  4.981  -7.038  7.091  0.063
H  5.819  -6.723  5.530  0.062
H  4.032  -4.922  5.918  0.135
H  3.110  -7.194  3.997  0.115
H  3.992  -5.790  3.563  0.114
H  1.614  -6.156  1.961  0.073
H  2.583  -4.707  2.154  0.074
H  0.794  -4.814  2.564  0.084
H  2.901  -6.063  7.565  0.071
H  2.460  -7.236  6.588  0.066
C  -5.574  -6.468  1.707  -0.061
C  -4.134  -6.326  2.167  -0.412
C  -3.127  -5.789  1.141  -0.214
O  -3.025  -6.670  0.074  -0.190
C  -1.893  -6.472  -0.795  -0.080
N  -4.154  -5.440  3.296  0.033
H  -5.571  -7.076  0.802  0.075
H  -5.919  -5.477  1.415  0.065
H  -6.239  -6.866  2.474  0.078
H  -3.914  -7.351  2.463  0.139
H  -2.152  -5.684  1.615  0.120
H  -3.319  -4.793  0.741  0.104
H  -0.916  -6.416  -0.316  0.088
H  -2.154  -5.649  -1.460  0.065
H  -1.921  -7.281  -1.526  0.079
H  -4.734  -5.989  3.913  0.080
H  -4.763  -4.642  3.180  0.029

# 2
Below is 2 unconnected molecules or ions with the total composition C4H12S2, with properties calculated with wB97M-V/def2-TZVPD.

For the largest force on an atom, the calculation gives 0.96 eV/A. The calculation puts the total energy at -955.9499 a.u. The calculation puts the lowest unoccupied orbital energy at 0.823 eV. Its structure (SMILES) is CCS.CCS. The HOMO energy is -9.09 eV. For the gap between HOMO and LUMO, the calculation gives 9.916 eV. For the energy above the lowest of the compared OMol25 structures with the same formula, charge and spin, the calculation gives 9.2 kcal per mole.

Last column: Löwdin charge in e.
Cartesian coordinates (Å):
C  -1.348  -1.075  1.245  -0.183
C  -2.063  0.146  0.710  -0.622
S  -2.768  -0.076  -0.975  0.662
H  -0.900  -0.850  2.209  0.078
H  -2.038  -1.916  1.359  0.076
H  -0.659  -1.431  0.477  0.039
H  -1.430  1.030  0.663  0.049
H  -2.928  0.399  1.325  0.055
H  -2.163  -1.249  -1.247  -0.152
C  1.970  1.564  -0.845  -0.174
C  1.492  0.119  -0.928  -0.601
S  2.658  -1.043  -0.108  0.671
H  1.636  2.078  0.053  0.068
H  3.052  1.595  -0.941  0.055
H  1.557  2.109  -1.701  0.070
H  1.320  -0.229  -1.946  0.065
H  0.531  -0.058  -0.453  0.009
H  2.079  -1.112  1.104  -0.165